Below is C51H127BaN8O17 as an isolated structure in a non-equilibrium geometry, with properties calculated with the ωB97M-V functional and the def2-TZVPD basis.

Summary:
HOMO energy = -9.69 eV
net charge = +1
Kohn-Sham gap = 7.12 eV

```
204
C51H127BaN8O17 the ωB97M-V functional and the def2-TZVPD basis
Ba -4.5792 0.6085 -2.3989
C -0.6665 -1.4895 -0.0997
C -1.0566 -0.0373 -0.2004
C 0.1856 0.7904 -0.5513
O -2.2442 0.2177 -0.9004
H -0.1495 -1.6109 0.8522
H 0.0547 -1.8025 -0.8547
H -1.5070 -2.1827 -0.1319
H -1.2891 0.2354 0.8290
H 1.0264 0.4846 0.0714
H -0.0148 1.8489 -0.3855
H 0.5032 0.7437 -1.5929
C -6.0343 -2.2912 3.4912
O -5.7654 -1.5789 2.3311
C -6.6050 -0.3712 2.1755
C -6.5087 0.2921 0.7365
N -5.1028 0.7466 0.3620
C -4.6630 1.8284 1.2234
C -5.5241 3.1253 1.4040
O -6.6125 2.8844 2.2695
C -7.5658 3.9232 2.4070
H -5.3242 -3.1156 3.5565
H -7.0451 -2.6894 3.5793
H -5.8318 -1.6908 4.3782
H -6.4513 0.3439 2.9836
H -7.6335 -0.7170 2.2789
H -7.2637 1.0767 0.6858
H -6.9744 -0.4074 0.0423
H -4.4027 0.0344 0.5123
H -3.6696 2.1779 0.9422
H -4.5678 1.3028 2.1736
H -5.9414 3.3811 0.4300
H -4.9485 3.9545 1.8154
H -7.0967 4.8846 2.6164
H -8.2511 3.7093 3.2272
H -8.0514 3.9581 1.4318
C -2.7901 -4.8815 2.4788
O -1.7567 -4.0463 3.0593
C -2.1745 -2.6735 3.1481
C -1.1040 -1.6621 3.6087
N -0.7475 -1.8908 5.0279
C 0.5650 -1.2663 5.2484
C 1.2029 -1.5306 6.6135
O 1.6023 -2.8722 6.7053
C 2.4430 -3.1679 7.8419
H -3.7399 -4.6759 2.9725
H -2.6356 -5.9595 2.4329
H -2.9180 -4.6811 1.4150
H -3.0487 -2.7096 3.7982
H -2.6377 -2.3647 2.2110
H -1.5198 -0.6619 3.4871
H -0.2445 -1.6276 2.9393
H -0.5502 -2.8770 5.1200
H 0.4980 -0.1886 5.0996
H 1.3358 -1.5871 4.5476
H 0.4443 -1.3113 7.3649
H 2.0476 -0.8687 6.8044
H 2.1112 -2.6390 8.7354
H 3.5020 -2.9790 7.6662
H 2.4220 -4.2525 7.9480
C -0.3467 -3.7577 -9.9783
O -0.0487 -3.0002 -8.8109
C -0.6532 -1.7273 -8.8043
C 0.2332 -0.7755 -7.9798
N 0.1999 -1.0630 -6.5725
C 0.9452 -0.0939 -5.7588
C 1.1514 -0.5868 -4.3327
O 1.9936 -1.7467 -4.1772
C 2.3716 -2.1915 -2.8775
H -1.4013 -3.9829 -10.1368
H 0.1025 -4.7441 -9.8630
H 0.1416 -3.3505 -10.8637
H -1.6699 -1.8040 -8.4190
H -0.7117 -1.2942 -9.8029
H -0.0951 0.2566 -8.1026
H 1.2601 -0.9177 -8.3167
H 0.4675 -2.0230 -6.4090
H 0.2897 0.7722 -5.6677
H 1.9162 0.2384 -6.1260
H 0.1907 -0.7640 -3.8491
H 1.5957 0.2152 -3.7433
H 2.7620 -1.3871 -2.2541
H 3.1472 -2.9558 -2.8273
H 1.4427 -2.5815 -2.4613
C -0.9075 5.0070 1.8237
O -0.2739 4.6363 3.0469
C -0.8057 3.3831 3.6577
C -0.0263 2.0992 3.2261
N 1.2574 2.1123 3.8954
C 2.1715 1.3244 3.0687
C 3.4795 0.9831 3.7890
O 4.1347 -0.0957 3.0304
C 5.1799 -0.7543 3.7657
H -0.9352 4.3008 0.9939
H -0.2092 5.7448 1.4284
H -1.8947 5.3917 2.0795
H -1.8719 3.2385 3.4833
H -0.8437 3.5946 4.7263
H 0.1033 2.0459 2.1451
H -0.5012 1.2189 3.6592
H 1.5541 3.0765 3.9455
H 2.3971 1.7446 2.0887
H 1.7119 0.3793 2.7792
H 3.2255 0.5499 4.7564
H 4.1942 1.8002 3.8872
H 6.0740 -0.1495 3.6145
H 5.4366 -1.6869 3.2631
H 5.0413 -1.0913 4.7930
C 8.3844 2.0059 1.7977
O 7.3551 2.7855 1.2415
C 6.0929 2.5840 1.7824
C 4.9802 3.5291 1.2149
N 4.7518 3.3230 -0.2062
C 3.7945 2.2630 -0.5304
C 3.5841 2.1034 -2.0271
O 4.7603 1.7396 -2.7369
C 5.1712 0.3939 -2.5192
H 8.0788 0.9850 2.0271
H 8.8443 2.4104 2.6993
H 9.2657 1.9030 1.1646
H 6.1087 2.7375 2.8615
H 5.7732 1.5693 1.5452
H 5.4720 4.4839 1.4010
H 4.0378 3.4301 1.7536
H 5.6560 3.0983 -0.5961
H 2.8216 2.5998 -0.1726
H 4.0993 1.2922 -0.1396
H 3.1567 3.0144 -2.4462
H 2.7611 1.4350 -2.2798
H 4.9646 -0.0129 -1.5293
H 6.2581 0.4738 -2.5374
H 4.7454 -0.3077 -3.2364
C -5.0841 -2.8126 -0.4958
O -4.4440 -2.1477 -1.6106
C -3.6517 -3.0331 -2.3701
C -2.8734 -2.2176 -3.3674
N -3.7386 -1.3382 -4.1467
C -2.9583 -0.7032 -5.2269
C -3.7925 0.3438 -5.9729
O -4.2791 1.3843 -5.1377
C -4.6967 2.5356 -5.7628
H -5.7657 -3.5522 -0.9160
H -5.7231 -2.1340 0.0693
H -4.3598 -3.1811 0.2306
H -4.3541 -3.7210 -2.8408
H -3.0120 -3.5936 -1.6884
H -2.4908 -2.9404 -4.0880
H -2.0543 -1.6884 -2.8805
H -4.3549 -2.0008 -4.5952
H -2.5416 -1.4549 -5.8973
H -2.1187 -0.1760 -4.7738
H -4.6543 -0.1691 -6.3997
H -3.1770 0.7496 -6.7758
H -4.8736 3.2948 -5.0010
H -5.6167 2.3653 -6.3220
H -3.9530 2.9448 -6.4466
C 2.2237 -3.5588 1.6146
O 3.0099 -3.4520 2.7604
C 2.9423 -4.4700 3.7312
C 3.8419 -4.1048 4.9192
N 5.2994 -4.1239 4.5561
C 6.1170 -3.6002 5.6915
C 7.5277 -3.2871 5.1987
O 7.5970 -2.6040 3.9845
C 8.8502 -2.2929 3.4535
H 1.9701 -2.5574 1.2667
H 1.3330 -4.1829 1.6869
H 2.8492 -3.9440 0.8094
H 3.3774 -5.3528 3.2629
H 1.9547 -4.6782 4.1429
H 3.6795 -4.8238 5.7222
H 3.5088 -3.1116 5.2202
H 5.4606 -3.6226 3.6943
H 6.1574 -4.3314 6.4989
H 5.6627 -2.7302 6.1657
H 8.0554 -4.2324 5.0727
H 7.9958 -2.7924 6.0497
H 9.5947 -2.9203 3.9435
H 9.1217 -1.2781 3.7444
H 8.8493 -2.3751 2.3666
C -6.2287 4.3141 -2.6701
O -5.0636 3.5874 -2.3070
C -3.8135 4.3517 -2.3153
C -2.5550 3.5175 -1.8968
N -2.2955 2.3839 -2.7703
C -1.5842 2.8185 -4.0013
C -0.1252 3.3275 -3.6783
O 0.3677 3.4875 -4.9638
C 1.6013 4.0048 -5.0339
H -6.1960 4.5431 -3.7353
H -6.4396 5.1962 -2.0656
H -7.0610 3.6503 -2.4360
H -4.0132 5.0932 -1.5418
H -3.6728 4.7686 -3.3125
H -2.8340 3.1960 -0.8934
H -1.7013 4.1758 -1.7356
H -1.7615 1.7327 -2.2127
H -2.1982 3.5897 -4.4664
H -1.5952 1.9851 -4.7038
H 0.4305 2.5291 -3.1864
H -0.2097 4.2879 -3.1698
H 1.8327 4.1345 -6.0911
H 2.3953 3.3665 -4.6464
H 1.6802 5.0088 -4.6170
```